Entry 1:
{"formula": "C27H67ClN4O10", "method": "the ωB97M-V functional and the def2-TZVPD basis", "energy_ev": -68029.1569, "homo_lumo_gap_ev": 6.08, "species": ["O", "H", "H", "H", "Cl", "O", "O", "O", "O", "C", "O", "H", "H", "H", "H", "C", "C", "C", "O", "C", "N", "H", "H", "H", "H", "H", "H", "H", "H", "H", "H", "H", "C", "C", "C", "O", "C", "N", "H", "H", "H", "H", "H", "H", "H", "H", "H", "H", "H", "C", "C", "C", "C", "C", "C", "N", "O", "C", "C", "C", "H", "H", "H", "H", "H", "H", "H", "H", "H", "H", "H", "H", "H", "H", "H", "H", "H", "H", "H", "C", "C", "C", "C", "C", "C", "N", "O", "C", "C", "C", "H", "H", "H", "H", "H", "H", "H", "H", "H", "H", "H", "H", "H", "H", "H", "H", "H", "H", "H"], "positions_angstrom": [[-4.3011, -1.4241, -3.0121], [-3.7027, -0.9781, -2.3412], [-3.9576, -1.3051, -3.9204], [-4.4123, -2.3711, -2.7793], [-1.8144, -1.9248, -0.1484], [-0.4146, -1.7571, 0.2964], [-2.1884, -3.2860, 0.1744], [-2.6471, -0.9121, 0.4395], [-1.8307, -1.7450, -1.5702], [-1.3691, -6.0167, 1.7703], [-1.7960, -6.1572, 0.4359], [-2.0927, -5.5356, 2.4448], [-1.0500, -6.9624, 2.1962], [-0.5755, -5.2582, 1.8381], [-2.0153, -5.2692, 0.1273], [-4.3014, 1.5676, 1.9883], [-3.1500, 1.9034, 2.9428], [-3.6080, 1.7377, 4.3804], [-4.7025, 2.5847, 4.6981], [-4.5212, 3.1979, 5.9963], [-1.9557, 1.0466, 2.6775], [-4.8188, 2.4622, 1.6323], [-5.0139, 0.8503, 2.3921], [-3.8348, 1.1952, 1.0725], [-2.8059, 2.8998, 2.6588], [-2.7790, 1.7285, 5.0982], [-3.8669, 0.6729, 4.5096], [-5.5626, 3.4579, 6.1931], [-3.8787, 4.0772, 5.9684], [-4.1695, 2.4651, 6.7212], [-1.7983, 1.1821, 1.6840], [-2.2974, 0.0924, 2.7867], [-0.5902, 1.8110, -2.5793], [-2.1241, 1.7072, -2.4030], [-2.9196, 2.9801, -2.5230], [-2.6627, 3.8419, -1.4403], [-3.2951, 5.1063, -1.4622], [-2.6267, 0.7721, -3.4580], [-0.0707, 1.2685, -3.3688], [-0.1279, 1.7059, -1.5998], [-0.3865, 2.8371, -2.9182], [-2.3590, 1.2663, -1.4333], [-3.9975, 2.7563, -2.4982], [-2.7588, 3.5186, -3.4702], [-4.3732, 4.9798, -1.3328], [-3.0499, 5.6563, -2.3775], [-2.8143, 5.6258, -0.6351], [-1.7896, 0.2900, -3.7675], [-2.9230, 1.2741, -4.2923], [1.9233, 0.2567, 2.0789], [2.3854, 1.6418, 1.6356], [2.5143, 1.6487, 0.1007], [2.4980, 3.0281, -0.5900], [1.2486, 3.8415, -0.2620], [0.9857, 3.8529, 1.2423], [1.2842, 2.5837, 1.9140], [0.8512, 2.5664, 3.2601], [1.8600, 4.9601, 1.8695], [-0.5159, 4.1604, 1.4223], [3.6577, 2.1484, 2.3833], [1.0361, 0.0216, 1.4871], [1.7094, 0.2049, 3.1424], [2.6754, -0.4839, 1.7942], [3.4814, 1.1834, -0.0992], [1.6358, 1.1382, -0.3009], [2.6534, 2.8843, -1.6609], [3.4445, 3.4607, -0.2417], [0.4230, 3.2857, -0.7190], [1.3750, 4.7978, -0.7656], [2.8355, 4.9242, 1.3830], [1.4488, 5.9632, 1.9964], [2.0810, 4.7153, 2.9144], [-1.1525, 3.4686, 0.8602], [-0.8464, 4.2068, 2.4592], [-0.8468, 5.1099, 0.9847], [4.2129, 2.7024, 1.6284], [4.2639, 1.2815, 2.6702], [3.4083, 2.5993, 3.3388], [0.0264, 2.0642, 3.1412], [2.7305, -1.7827, -1.1791], [2.5730, -2.6199, -2.4582], [3.9399, -2.9704, -3.0905], [4.7743, -3.8865, -2.2261], [4.0164, -5.2034, -2.0530], [2.5811, -5.0426, -1.5138], [1.9527, -3.9276, -2.2222], [0.6403, -3.7657, -1.7040], [1.7781, -6.3189, -1.8112], [2.6509, -4.8981, 0.0483], [1.7803, -1.8121, -3.4824], [3.4574, -2.2209, -0.4921], [1.7714, -1.6134, -0.6892], [3.2241, -0.8239, -1.3606], [3.6680, -3.4747, -4.0222], [4.6244, -2.1649, -3.3742], [5.1203, -3.5161, -1.2558], [5.7194, -4.1040, -2.7353], [4.5949, -5.9255, -1.4786], [3.9010, -5.5413, -3.0895], [1.6609, -6.4861, -2.8869], [2.0832, -7.2563, -1.3489], [0.7515, -6.1299, -1.4877], [2.0071, -5.5804, 0.6021], [3.6548, -5.1500, 0.3949], [2.3987, -3.8669, 0.2836], [2.4371, -1.0167, -3.8451], [0.9453, -1.2809, -3.0180], [1.4182, -2.3963, -4.3269], [0.6885, -3.0568, -1.0371]], "lowdin_charge": [0.267, 0.134, 0.166, 0.188, 0.687, -0.358, -0.330, -0.348, -0.376, -0.184, -0.125, 0.073, 0.075, 0.071, 0.027, -0.052, -0.404, -0.231, -0.180, -0.084, 0.056, 0.075, 0.084, 0.047, 0.117, 0.119, 0.127, 0.087, 0.086, 0.082, 0.050, 0.074, -0.023, -0.365, -0.228, -0.206, -0.085, 0.027, 0.077, 0.057, 0.088, 0.121, 0.130, 0.131, 0.092, 0.090, 0.084, 0.065, 0.082, -0.024, -0.494, -0.139, -0.177, -0.133, -0.485, -0.124, -0.030, -0.025, -0.036, -0.007, 0.062, 0.086, 0.084, 0.118, 0.101, 0.108, 0.096, 0.074, 0.129, 0.072, 0.079, 0.075, 0.064, 0.077, 0.080, 0.068, 0.075, 0.078, 0.062, -0.026, -0.502, -0.143, -0.195, -0.147, -0.492, -0.087, -0.032, -0.041, -0.003, -0.029, 0.075, 0.059, 0.080, 0.122, 0.121, 0.109, 0.110, 0.117, 0.114, 0.081, 0.085, 0.070, 0.072, 0.076, 0.060, 0.084, 0.064, 0.088, 0.040]}

---

Entry 2:
{"formula": "C27H67F2N9O21S2", "method": "the ωB97M-V functional and the def2-TZVPD basis", "relative_energy_kj_mol": 1200.40, "charge": 4, "energy_ev": -112546.1864, "homo_lumo_gap_ev": 5.68, "species": ["N", "S", "O", "O", "F", "S", "O", "O", "F", "C", "C", "O", "N", "H", "H", "C", "H", "H", "H", "H", "H", "H", "C", "C", "O", "N", "H", "H", "C", "H", "H", "H", "H", "H", "H", "C", "C", "O", "N", "H", "H", "C", "H", "H", "H", "H", "H", "H", "C", "C", "O", "N", "H", "H", "C", "H", "H", "H", "H", "H", "H", "C", "C", "O", "N", "H", "H", "C", "H", "H", "H", "H", "H", "H", "C", "C", "O", "N", "H", "H", "C", "H", "H", "H", "H", "H", "H", "C", "C", "O", "N", "H", "H", "C", "H", "H", "H", "H", "H", "H", "C", "C", "O", "N", "H", "H", "C", "H", "H", "H", "H", "H", "H", "O", "C", "O", "O", "H", "O", "C", "O", "O", "H", "O", "C", "O", "O", "H"], "positions_angstrom": [[-18.3492, 5.6217, -16.8915], [-18.1190, 6.5732, -18.1184], [-18.2990, 7.9414, -17.6771], [-18.5945, 6.2366, -19.4286], [-16.5246, 6.4647, -18.2577], [-19.9801, 5.2863, -16.9676], [-20.2948, 4.3142, -17.9798], [-20.7861, 6.4512, -16.7883], [-20.1213, 4.5204, -15.5588], [-25.4354, 7.9486, -13.6238], [-24.8605, 6.6444, -13.1361], [-25.5378, 5.7908, -12.6908], [-23.3342, 6.5213, -13.1362], [-22.9653, 7.4646, -13.0171], [-23.0686, 6.0311, -12.2790], [-22.9123, 5.8458, -14.4252], [-26.4792, 7.7125, -13.8163], [-25.0584, 8.3149, -14.5800], [-25.2962, 8.7118, -12.8553], [-21.8779, 5.5126, -14.3827], [-22.9115, 6.5839, -15.2237], [-23.5000, 4.9602, -14.6450], [-21.1728, -1.0325, -14.2501], [-20.1483, -1.0801, -15.3560], [-18.9777, -1.1133, -15.2305], [-20.7405, -1.0887, -16.7617], [-20.8514, -1.9913, -17.2316], [-21.6893, -0.7359, -16.6254], [-20.0082, -0.0909, -17.6653], [-21.5993, -0.0322, -14.1601], [-20.6430, -1.3018, -13.3385], [-21.9814, -1.7537, -14.3789], [-19.9186, 0.8922, -17.2154], [-20.6571, 0.0181, -18.5335], [-19.0678, -0.4602, -18.0634], [-19.4038, 8.6929, -14.5389], [-19.2782, 7.2687, -14.0021], [-20.0760, 6.7139, -13.3183], [-17.9619, 6.6028, -14.3126], [-18.1039, 6.0998, -15.2317], [-17.2120, 7.2711, -14.4996], [-17.4832, 5.5062, -13.3753], [-20.4643, 8.9365, -14.4932], [-19.0628, 8.8977, -15.5515], [-18.9336, 9.2763, -13.7413], [-17.2100, 6.0073, -12.4507], [-16.6232, 5.0409, -13.8432], [-18.2865, 4.7885, -13.2417], [-21.7484, 4.6621, -20.4687], [-23.1025, 5.2903, -20.5804], [-23.4471, 6.2774, -20.0450], [-24.1086, 4.4594, -21.3710], [-24.4863, 5.1356, -22.0420], [-23.6762, 3.7147, -21.9170], [-25.2502, 3.9692, -20.4757], [-21.7603, 3.6859, -19.9798], [-20.9943, 5.2687, -19.9699], [-21.2676, 4.5327, -21.4441], [-26.0448, 3.6781, -21.1613], [-25.6603, 4.8393, -19.9675], [-24.9643, 3.1693, -19.8035], [-18.5720, 7.5513, -22.1361], [-17.4450, 6.8097, -21.5229], [-16.5642, 7.2958, -20.8854], [-17.4602, 5.3189, -21.8784], [-17.6608, 4.7764, -21.0132], [-18.2295, 5.1728, -22.5272], [-16.1419, 4.9251, -22.5194], [-19.5047, 7.3499, -21.5923], [-18.7020, 7.2979, -23.1884], [-18.4287, 8.6162, -21.9451], [-16.0847, 5.5083, -23.4364], [-16.1665, 3.8467, -22.6539], [-15.3173, 5.2362, -21.8864], [-14.1886, 4.7598, -17.8163], [-15.4629, 4.0435, -18.0091], [-15.9991, 3.7872, -19.0278], [-16.2100, 3.7774, -16.7064], [-15.6609, 3.7302, -15.8533], [-16.8847, 4.5539, -16.7398], [-17.0847, 2.5117, -16.7252], [-14.4353, 5.7883, -17.5378], [-13.6385, 4.8379, -18.7510], [-13.5758, 4.2439, -17.0758], [-16.4405, 1.6422, -16.6325], [-17.7547, 2.6584, -17.5681], [-17.6505, 2.5228, -15.7911], [-15.9006, 10.0729, -19.9798], [-14.6483, 10.9002, -19.9253], [-14.5517, 11.9683, -19.4424], [-13.4624, 10.2312, -20.6029], [-13.0312, 9.5201, -20.0157], [-13.9692, 9.7945, -21.3755], [-12.4124, 11.1756, -21.1179], [-16.0812, 9.6873, -20.9869], [-16.8097, 10.6775, -19.8924], [-16.1375, 9.2962, -19.2543], [-12.7964, 11.7307, -21.9720], [-11.5782, 10.5520, -21.4293], [-12.1013, 11.9446, -20.4155], [-23.1747, 10.5585, -15.0414], [-22.1582, 10.9248, -16.1073], [-21.0546, 11.2639, -15.8160], [-22.4080, 10.4417, -17.5033], [-23.0190, 9.6145, -17.3399], [-22.9427, 11.1301, -18.0369], [-21.2332, 9.9309, -18.3269], [-22.9062, 9.5836, -14.6348], [-24.1576, 10.4685, -15.5054], [-23.1170, 11.3115, -14.2599], [-20.7311, 9.2263, -17.6710], [-20.5428, 10.7244, -18.6017], [-21.6311, 9.5226, -19.2527], [-17.5732, 9.2077, -20.2263], [-18.5479, 9.1985, -21.1951], [-19.6207, 8.6029, -20.8572], [-18.3665, 9.7254, -22.3030], [-18.0514, 8.6990, -19.5662], [-23.8578, 6.0980, -17.1182], [-24.5352, 7.2450, -16.7073], [-24.2307, 8.3376, -17.2813], [-25.3267, 7.1521, -15.7515], [-23.3662, 6.7222, -17.7101], [-18.7640, 3.6569, -20.2004], [-18.5055, 2.3791, -20.6873], [-17.7480, 2.2446, -21.6467], [-19.1014, 1.4565, -20.0252], [-19.2282, 3.1515, -19.4655]], "lowdin_charge": [-0.325, 0.549, -0.253, -0.203, -0.147, 0.588, -0.243, -0.221, -0.167, -0.009, -0.397, 0.207, 0.126, 0.162, 0.186, 0.010, 0.119, 0.050, 0.109, 0.050, 0.071, 0.124, 0.037, -0.399, 0.198, 0.107, 0.201, 0.165, 0.009, 0.102, 0.110, 0.109, 0.087, 0.096, 0.111, 0.054, -0.384, 0.155, 0.074, 0.085, 0.186, 0.048, 0.078, 0.077, 0.126, 0.119, 0.088, 0.102, 0.022, -0.381, 0.201, 0.107, 0.193, 0.182, 0.054, 0.102, 0.066, 0.111, 0.112, 0.109, 0.108, -0.005, -0.364, 0.114, 0.096, 0.100, 0.165, 0.034, 0.111, 0.153, -0.182, 0.108, 0.091, 0.087, 0.039, -0.421, 0.209, 0.081, 0.166, 0.075, 0.054, 0.096, 0.117, 0.111, 0.121, 0.084, 0.095, -0.042, -0.356, 0.211, 0.090, 0.185, 0.171, 0.025, 0.113, 0.139, 0.116, 0.116, 0.107, 0.110, 0.037, -0.375, 0.155, 0.093, 0.096, 0.198, 0.040, 0.072, 0.098, 0.112, 0.072, 0.109, 0.103, -0.120, -0.801, -0.043, 0.163, 0.078, 0.021, -0.738, -0.042, -0.031, 0.075, -0.064, -0.789, 0.038, -0.064, 0.072]}

---

Question: Which formula does entry 1 have?
Answer: C27H67ClN4O10